Molecular formula: C48H43Ge2N7O5Pb
Method: DFT, ωB97M-V/def2-TZVPD

Computed properties:
* relative energy (zero: lowest compared OMol25 entry of this formula, charge and spin): 0.160 eV
* HOMO-LUMO gap (spin up / spin down): 7.20 / 6.05 eV
* net charge: +1
* HOMO level (spin up / spin down): -10.24 / -10.67 eV
* calculated total energy: -6960.9432 Ha
* <S²>: 0.794
* spin multiplicity: 2

Last column: Mulliken spin population.
Geometry (Å):
Pb1 -0.723 0.071 -0.260  -0.026
O1 -2.308 0.924 -4.768  0.011
C1 -3.615 0.979 -4.458  0.023
C2 -4.472 1.577 -5.382  -0.014
C3 -5.819 1.679 -5.109  0.021
C4 -6.354 1.183 -3.917  -0.007
C5 -5.517 0.582 -3.007  0.022
C6 -4.137 0.477 -3.249  0.018
C7 -3.245 -0.084 -2.240  -0.026
O2 -1.998 -0.115 -2.424  0.111
N1 -3.826 -0.591 -1.103  0.333
N2 -2.902 -0.997 -0.259  0.192
C8 -3.301 -1.880 0.661  -0.076
C9 -2.431 -2.815 1.208  0.116
C10 -2.930 -3.711 2.209  -0.048
C11 -2.249 -4.825 2.558  0.087
C12 -1.036 -5.155 1.873  0.013
C13 -0.519 -4.351 0.916  0.009
C14 -1.132 -3.093 0.588  0.077
O3 -0.557 -2.318 -0.231  0.147
H1 -1.853 0.491 -4.015  0.000
H2 -4.050 1.950 -6.306  0.000
H3 -6.472 2.146 -5.836  0.001
H4 -7.412 1.267 -3.714  0.000
H5 -5.907 0.187 -2.078  0.002
H6 -4.370 -1.950 0.857  0.007
H7 -3.882 -3.478 2.670  -0.001
H8 -2.630 -5.489 3.321  0.003
H9 -0.524 -6.074 2.128  0.000
H10 0.398 -4.598 0.397  0.004
O4 2.657 -3.511 -0.368  0.000
C15 3.153 -3.563 0.894  0.001
C16 4.179 -4.473 1.127  0.000
C17 4.684 -4.636 2.401  0.000
C18 4.165 -3.908 3.471  0.000
C19 3.145 -3.008 3.242  0.000
C20 2.641 -2.805 1.954  -0.005
C21 1.590 -1.793 1.730  -0.011
O5 1.662 -1.092 0.594  0.006
N3 0.651 -1.662 2.599  0.009
N4 -0.243 -0.642 2.304  0.006
C22 -0.917 -0.267 3.315  -0.006
C23 -1.817 0.894 3.259  -0.002
C24 -2.620 1.186 4.352  0.000
C25 -3.361 2.358 4.342  0.000
C26 -3.244 3.204 3.254  -0.001
C27 -2.423 2.821 2.200  0.002
N5 -1.739 1.683 2.178  -0.007
H11 1.946 -2.856 -0.397  0.000
H12 4.556 -5.044 0.289  0.000
H13 5.485 -5.344 2.568  0.000
H14 4.558 -4.044 4.469  0.000
H15 2.727 -2.424 4.052  0.000
H16 -0.776 -0.768 4.272  0.000
H17 -2.646 0.512 5.198  0.000
H18 -4.000 2.614 5.177  0.000
H19 -3.773 4.146 3.213  0.000
H20 -2.307 3.463 1.336  0.000
N6 -7.010 3.607 -0.691  0.000
C28 -5.921 3.525 -1.046  -0.001
C29 -4.552 3.429 -1.473  -0.005
C30 -4.096 4.070 -2.619  0.000
C31 -2.769 3.908 -2.973  0.001
C32 -1.956 3.117 -2.176  -0.001
N7 -2.385 2.501 -1.072  -0.004
C33 -3.662 2.655 -0.735  -0.005
H21 -4.771 4.666 -3.217  0.001
H22 -2.368 4.372 -3.863  0.000
H23 -0.915 2.960 -2.439  0.001
H24 -4.008 2.135 0.151  0.011
C34 4.623 2.926 1.363  0.000
Ge1 2.843 2.135 1.499  0.000
C35 2.461 1.599 3.337  0.000
C36 1.471 3.376 0.858  0.000
Ge2 2.904 0.193 0.018  0.001
C37 4.602 -0.724 -0.050  0.000
C38 5.122 -1.190 -1.255  -0.001
C39 6.330 -1.873 -1.278  0.000
C40 7.024 -2.094 -0.097  0.000
C41 6.518 -1.629 1.110  0.000
C42 5.315 -0.942 1.131  0.000
C43 2.142 0.450 -1.760  -0.003
C44 2.183 1.715 -2.343  0.001
C45 1.601 1.948 -3.585  0.001
C46 0.967 0.914 -4.259  -0.001
C47 0.934 -0.357 -3.701  0.001
C48 1.523 -0.587 -2.464  0.005
H25 4.700 3.785 2.030  0.000
H26 4.819 3.263 0.344  0.000
H27 5.391 2.203 1.635  0.000
H28 2.618 2.457 3.992  0.000
H29 3.113 0.790 3.667  0.000
H30 1.425 1.276 3.430  0.000
H31 1.783 3.866 -0.063  0.000
H32 1.304 4.145 1.615  0.000
H33 0.525 2.862 0.682  0.000
H34 4.579 -1.034 -2.181  0.000
H35 6.727 -2.236 -2.217  0.000
H36 7.965 -2.629 -0.117  0.000
H37 7.060 -1.804 2.030  0.000
H38 4.925 -0.589 2.081  0.000
H39 2.665 2.539 -1.828  0.000
H40 1.645 2.937 -4.024  0.000
H41 0.507 1.095 -5.223  0.000
H42 0.453 -1.172 -4.227  -0.001
H43 1.482 -1.589 -2.052  0.003

Molecular formula: C21H61Li2O18
Method: DFT, ωB97M-V/def2-TZVPD

Computed properties:
* relative energy (zero: lowest compared OMol25 entry of this formula, charge and spin): 4.408 eV
* HOMO-LUMO gap: 8.62 eV
* net charge: +1
* HOMO level: -11.43 eV
* calculated total energy: -2205.7071 Ha

Last column: Löwdin charge in e.
Geometry (Å):
Li1 -1.248 3.964 -0.560  0.732
Li2 -3.636 1.143 -0.298  0.750
C1 -0.870 -0.302 -0.361  -0.085
C2 -0.609 1.178 -0.117  -0.461
O1 -1.747 1.979 -0.320  -0.482
H1 0.071 -0.845 -0.245  0.068
H2 -1.240 -0.491 -1.375  0.036
H3 -1.622 -0.708 0.319  0.081
H4 0.186 1.560 -0.780  0.083
H5 -0.247 1.251 0.920  0.081
C3 2.225 3.523 4.877  -0.043
C4 1.988 3.910 3.415  -0.451
C5 1.426 2.676 2.675  -0.044
O2 1.037 4.965 3.339  -0.056
H6 2.641 4.398 5.384  0.086
H7 2.976 2.738 4.953  0.083
H8 1.277 3.277 5.356  0.084
H9 2.943 4.158 2.951  0.146
H10 2.139 1.855 2.739  0.056
H11 1.255 2.875 1.617  0.059
H12 0.486 2.388 3.156  0.083
H13 0.182 4.577 3.571  0.106
C6 3.400 -2.279 -0.706  -0.276
C7 3.022 -0.839 -1.003  -0.187
O3 2.543 -0.683 -2.357  -0.069
O4 2.347 -3.178 -0.491  -0.080
H14 4.046 -2.299 0.176  0.096
H15 4.055 -2.624 -1.518  0.153
H16 3.885 -0.179 -0.906  0.133
H17 2.266 -0.498 -0.291  0.093
H18 3.237 -0.264 -2.869  0.095
H19 1.752 -3.187 -1.279  0.088
C8 0.166 -4.063 0.920  -0.193
C9 -0.954 -4.366 -0.055  -0.264
O5 -2.132 -4.819 0.596  -0.026
O6 -0.165 -2.918 1.717  -0.068
H20 1.046 -3.800 0.320  0.077
H21 0.442 -4.895 1.576  0.133
H22 -0.671 -5.117 -0.805  0.133
H23 -1.177 -3.449 -0.607  0.098
H24 -1.934 -5.623 1.085  0.095
H25 0.673 -2.447 1.836  0.045
C10 -1.826 0.273 4.034  -0.242
C11 -3.198 -0.048 4.628  -0.249
O7 -4.011 -0.836 3.769  -0.053
O8 -0.981 -0.873 4.026  -0.065
H26 -1.369 1.060 4.628  0.113
H27 -2.015 0.553 2.990  0.110
H28 -3.646 0.871 5.010  0.120
H29 -3.023 -0.618 5.551  0.125
H30 -3.444 -1.578 3.531  0.076
H31 -1.423 -1.612 3.593  0.063
C12 0.965 5.826 -0.218  -0.211
C13 1.368 4.889 -1.327  -0.214
O9 0.213 4.474 -2.080  -0.121
O10 0.182 5.090 0.724  -0.129
H32 0.420 6.681 -0.629  0.129
H33 1.847 6.195 0.308  0.137
H34 1.802 3.981 -0.885  0.120
H35 2.131 5.272 -2.008  0.136
H36 0.509 4.151 -2.942  0.047
H37 0.438 5.286 1.650  0.059
C14 -0.020 1.283 -3.345  -0.237
C15 1.268 1.831 -3.860  -0.217
O11 1.140 3.141 -4.435  -0.064
O12 -0.929 0.934 -4.410  -0.051
H38 -0.575 1.992 -2.720  0.099
H39 0.181 0.459 -2.658  0.088
H40 1.797 1.183 -4.564  0.132
H41 1.973 1.912 -3.026  0.117
H42 0.591 3.071 -5.225  0.103
H43 -1.321 1.767 -4.689  0.081
C16 -1.557 -3.911 -2.673  -0.277
C17 -0.751 -2.711 -3.040  -0.191
O13 0.626 -2.875 -2.644  -0.076
O14 -1.293 -5.041 -3.487  -0.022
H44 -2.626 -3.682 -2.655  0.124
H45 -1.394 -4.160 -1.613  0.013
H46 -1.133 -1.789 -2.574  0.080
H47 -0.717 -2.511 -4.120  0.137
H48 1.077 -2.042 -2.860  0.066
H49 -0.473 -5.416 -3.148  0.088
C18 -5.503 -1.723 -2.688  -0.217
C19 -4.377 -1.309 -1.747  -0.193
O15 -4.056 0.097 -1.859  -0.148
O16 -5.027 -1.903 -4.009  -0.038
H50 -6.249 -0.921 -2.668  0.124
H51 -5.995 -2.630 -2.350  0.131
H52 -3.484 -1.899 -1.981  0.099
H53 -4.564 -1.512 -0.692  0.131
H54 -3.643 0.240 -2.717  0.092
H55 -4.434 -1.195 -4.274  0.080
C20 3.035 -0.454 1.791  -0.231
C21 3.203 -1.962 1.714  -0.255
O17 2.447 -2.602 2.734  -0.025
O18 3.637 0.027 2.991  -0.059
H56 1.979 -0.170 1.797  0.121
H57 3.626 -0.055 0.963  0.106
H58 4.271 -2.174 1.828  0.149
H59 2.940 -2.335 0.722  0.012
H60 2.917 -2.464 3.562  0.101
H61 3.014 -0.067 3.720  0.087

Molecular formula: C4H14N3
Method: DFT, ωB97M-V/def2-TZVPD

Computed properties:
* relative energy (zero: lowest compared OMol25 entry of this formula, charge and spin): 3.040 eV
* HOMO-LUMO gap: 9.19 eV
* net charge: +1
* HOMO level: -12.55 eV
* calculated total energy: -324.7531 Ha

Last column: natural (NBO) charge in e.
Geometry (Å):
N1 -1.466 -1.273 -1.953  -0.876
C1 0.007 -1.452 -1.728  -0.218
C2 0.481 -0.038 -1.217  -0.462
C3 0.108 0.127 0.157  -0.056
N2 0.646 -0.830 1.295  -0.908
C4 0.356 1.551 0.828  -0.226
N3 -0.098 1.616 2.272  -0.702
H1 -1.667 -0.682 -2.844  0.366
H2 -1.886 -2.204 -2.216  0.374
H3 0.254 -2.043 -0.837  0.210
H4 0.383 -1.481 -2.715  0.211
H5 1.591 -0.275 -1.321  0.225
H6 -0.013 0.730 -1.822  0.240
H7 -1.062 -0.073 0.217  0.238
H8 0.176 -1.713 1.426  0.391
H9 1.590 -1.039 1.275  0.369
H10 1.370 1.939 0.714  0.241
H11 -0.384 2.376 0.388  0.228
H12 0.550 0.938 2.621  0.458
H13 0.086 2.493 2.785  0.440
H14 -1.024 1.333 2.675  0.457